(1)
16
Properties=species:S:1:pos:R:3:forces:R:3 method="wB97M-V/def2-TZVPD" total_energy_ha=-333.71709 e_above_lowest_kcal_mol=87.39 e_homo_ev=-9.07 smiles="C=CCC.C#CF"
C 0.933175 -1.121406 1.666049 -0.700 0.449 -3.027
C 0.569992 -0.716917 0.395848 2.345 -0.660 2.804
C 1.028194 0.588857 -0.158995 -0.290 0.725 1.623
C 0.713153 0.750664 -1.610016 0.586 0.629 0.375
H 1.737472 -0.653078 2.217751 -0.389 0.523 0.157
H 0.496464 -1.994297 2.093249 -0.003 -0.734 0.166
H 0.098724 -1.348439 -0.329120 -0.971 -0.436 0.269
H 0.400964 1.335228 0.438982 1.148 -0.459 -0.790
H 2.117086 0.756331 0.041876 -0.890 -0.004 0.007
H 1.096144 1.746887 -1.868990 -0.100 -0.580 -0.849
H -0.329038 0.694625 -1.761567 -1.464 0.450 -0.097
H 1.037199 -0.106844 -2.169790 1.019 -0.012 -0.626
C -2.417567 -0.227837 0.875389 0.284 0.242 -1.311
C -2.509996 0.207473 -0.242381 -1.162 0.453 0.512
F -2.962054 0.815858 -1.283139 0.433 -0.243 -0.030
H -2.009911 -0.727112 1.694851 0.152 -0.342 0.818



(2)
81
Properties=species:S:1:pos:R:3:forces:R:3 method="wB97M-V/def2-TZVPD" total_energy_ha=-5201.91065 spin_multiplicity=2 charge=+2 e_above_lowest_kcal_mol=0.00 e_homo_ev="-13.18 / -13.17" s_squared=0.76
Ir -0.780335 -0.201875 -0.463638 -0.731 1.142 0.219
N -0.598911 -4.754600 -2.541441 -0.012 0.072 -0.023
C -0.848146 -3.487494 -2.196782 0.039 -0.103 0.045
O -0.717668 -2.555850 -2.994763 0.026 -0.048 0.022
C -1.325688 -3.257298 -0.785465 -0.097 -0.022 0.146
C -0.583957 -2.190738 -0.000853 -0.015 -0.014 -0.223
H -0.327394 -4.963127 -3.488959 -0.003 -0.025 0.006
H -0.720791 -5.515823 -1.896611 0.010 -0.011 -0.008
H -1.223958 -4.179761 -0.206150 -0.039 -0.005 -0.001
H -2.396099 -3.039509 -0.823464 0.011 0.035 -0.052
H 0.495287 -2.366920 0.035610 0.009 0.028 -0.090
H -0.969501 -2.185271 1.024136 0.063 0.028 0.036
Br -3.152199 0.130270 -0.423748 0.030 -0.410 -0.283
C -0.947262 -0.171116 -5.795453 0.069 0.007 0.017
N 0.349143 0.376149 -5.150565 -0.005 0.020 0.005
C 0.265785 1.917216 -5.146308 0.036 -0.068 -0.038
N -0.913201 2.346156 -4.489464 0.006 0.087 0.039
C -2.098659 1.808700 -5.150696 0.004 -0.009 -0.008
N -2.094874 0.346333 -5.138099 0.072 0.002 0.021
C -2.289030 -0.197749 -3.796077 -0.082 -0.021 -0.034
P -0.890543 0.318344 -2.716797 -0.023 -0.464 0.474
C 0.550090 -0.157852 -3.759857 0.102 0.215 -0.083
C -0.900621 2.132210 -3.038796 0.089 -0.041 -0.080
H -0.894985 -1.256652 -5.728035 -0.021 0.001 0.011
H -0.911143 0.151627 -6.835621 -0.028 -0.005 -0.003
H 1.144125 0.092117 -5.726321 -0.011 -0.019 -0.010
H 0.261252 2.218908 -6.193592 -0.004 0.009 0.002
H 1.168117 2.279899 -4.655722 -0.016 0.024 0.013
H -2.112186 2.157990 -6.183547 -0.016 -0.011 -0.004
H -2.991837 2.169971 -4.645641 0.000 0.008 -0.005
H -2.332305 -1.283886 -3.816098 -0.014 0.032 -0.016
H -3.214386 0.186899 -3.369286 -0.005 0.010 -0.020
H 0.634562 -1.240494 -3.788963 -0.018 0.004 -0.040
H 1.469375 0.279235 -3.365731 -0.023 -0.005 0.058
H -0.022431 2.608996 -2.600479 -0.007 -0.014 0.021
H -1.765967 2.586645 -2.556950 -0.031 0.008 -0.077
N -3.337169 3.470114 1.221670 -0.019 0.026 0.002
C -2.160468 4.065237 0.992096 -0.019 0.025 0.141
N -1.932212 5.228851 1.609646 -0.001 -0.009 -0.088
S -0.977726 3.392844 -0.006681 0.104 -0.252 -0.123
H -4.037524 3.879317 1.817402 0.002 -0.016 0.007
H -3.532417 2.590060 0.780279 0.036 -0.001 -0.009
H -2.626005 5.693560 2.171541 0.001 -0.009 0.008
H -1.072218 5.709130 1.410485 0.006 0.010 0.037
C 2.754111 2.182844 1.711378 0.006 -0.085 -0.024
C 2.035002 1.499353 2.883300 0.084 0.176 -0.006
C 3.066827 1.126594 3.959963 -0.070 -0.073 0.020
C 1.017029 2.488704 3.472846 -0.017 -0.029 -0.034
Si 1.133236 -0.051403 2.349461 -0.058 -0.177 0.114
O 0.255166 0.351026 0.930368 0.541 -0.133 0.014
C -0.174695 -0.591616 3.557743 0.000 -0.010 0.133
C 0.195138 -1.190185 4.769386 0.079 0.068 -0.067
C -0.754374 -1.556484 5.708823 -0.076 -0.027 0.060
C -2.102187 -1.334378 5.459760 0.031 0.017 -0.053
C -2.489382 -0.730111 4.271318 -0.065 -0.055 0.093
C -1.534370 -0.359129 3.338096 0.055 0.033 -0.098
C 2.208645 -1.490057 1.831515 0.067 0.103 -0.190
C 3.075459 -1.316574 0.743044 0.030 0.010 -0.003
C 3.843162 -2.362775 0.254927 -0.018 -0.036 0.022
C 3.758200 -3.616971 0.848649 -0.004 0.018 0.005
C 2.903118 -3.812722 1.922734 0.001 -0.004 -0.020
C 2.132847 -2.760375 2.403996 -0.042 -0.041 0.044
H 3.222293 3.103753 2.069632 -0.004 0.007 -0.012
H 2.059399 2.453118 0.912604 -0.011 0.007 0.000
H 3.550544 1.561681 1.296217 0.002 -0.001 0.010
H 3.643274 2.014292 4.232586 -0.003 0.001 0.008
H 3.769035 0.364212 3.615540 0.027 0.023 -0.018
H 2.588091 0.760660 4.871308 -0.009 -0.012 -0.005
H 1.541772 3.387781 3.808359 -0.001 0.000 0.001
H 0.489728 2.069244 4.330984 -0.003 -0.004 0.011
H 0.278049 2.792559 2.726560 -0.008 -0.004 -0.008
H 1.241378 -1.363624 4.999588 0.000 -0.012 -0.034
H -0.440164 -2.013636 6.637918 -0.021 -0.002 0.003
H -2.844055 -1.623618 6.192018 -0.005 0.004 -0.002
H -3.537081 -0.542320 4.072647 0.000 -0.002 0.027
H -1.863389 0.142110 2.433686 0.017 -0.001 -0.027
H 3.159734 -0.345247 0.266168 -0.006 0.001 0.017
H 4.519667 -2.200850 -0.574621 0.001 0.002 -0.001
H 4.364135 -4.434654 0.480901 0.002 0.001 0.000
H 2.836360 -4.785741 2.391837 0.003 0.000 0.001
H 1.460365 -2.946190 3.232572 -0.001 0.025 0.005



(3)
14
Properties=species:S:1:pos:R:3:forces:R:3 method="wB97M-V/def2-TZVPD" total_energy_ha=-3005.61919 charge=+1 e_above_lowest_kcal_mol=94.02 e_homo_ev=-14.64 smiles="O=[N+]([O-])[C@@H]1N[NH2+]C=C1Br"
O -1.538916 2.262080 0.028188 -0.938 1.358 -0.515
N -0.523612 1.666968 -0.024997 0.402 -0.961 1.122
O 0.451770 1.774059 -0.734542 -0.276 1.545 -1.216
C -0.424615 0.452844 0.867518 1.731 -1.046 -2.759
N 0.986666 0.036162 0.790814 -0.770 -1.141 1.065
N 1.167154 -0.682906 -0.431108 0.591 -3.796 3.868
C -0.160855 -1.268867 -0.638509 -0.299 -0.775 0.065
C -1.114046 -0.636188 0.040272 0.767 -0.651 -0.364
Br -2.959538 -1.004825 0.006485 1.072 0.305 0.151
H -0.935814 0.519546 1.773562 -0.050 0.739 1.863
H 1.801470 0.611928 0.849211 -0.320 1.312 0.734
H 1.979132 -1.412429 -0.182264 -2.245 1.579 -1.189
H 1.387834 -0.121647 -1.188076 0.923 1.850 -2.152
H -0.116634 -2.196729 -1.156559 -0.586 -0.318 -0.674



(4)
17
Properties=species:S:1:pos:R:3:forces:R:3 method="wB97M-V/def2-TZVPD" total_energy_ha=-698.05855 e_above_lowest_kcal_mol=108.95 e_homo_ev="-8.49 / -5.95"
C -0.798504 -0.917838 -0.205267 7.573 -1.282 1.078
C 1.606735 -0.105638 0.292380 -0.675 -1.755 -0.727
C -2.593464 0.716743 -0.165270 -1.477 -0.907 -0.131
C 2.065796 -1.474032 0.636361 0.698 -0.076 2.113
C 0.002816 1.533109 -0.649299 1.618 -1.313 0.401
N 0.347827 0.195443 -0.069802 -4.458 -1.222 -0.774
O -0.378380 -2.094318 -0.180131 -2.401 2.955 -0.461
O -2.007214 -0.526233 -0.082951 -2.132 0.761 -0.198
I -4.721104 0.445513 -0.101501 1.131 0.340 -0.024
H 2.271321 0.677461 0.279501 1.354 1.780 -0.167
H -2.201932 1.532571 0.413917 0.017 -0.051 0.288
H 1.469811 -1.687390 1.640222 1.613 -0.439 -1.849
H 3.216674 -1.538277 0.747695 -1.926 0.516 0.369
H 1.853617 -2.214961 -0.124836 -0.447 -0.087 0.181
H -0.675692 1.363692 -1.472138 -0.382 0.210 -0.085
H -0.400239 2.190619 0.114527 0.122 0.250 -0.174
H 0.941932 1.903532 -1.073416 -0.227 0.319 0.160



(5)
7
Properties=species:S:1:pos:R:3:forces:R:3 method="wB97M-V/def2-TZVPD" total_energy_ha=-1324.47052 e_above_lowest_kcal_mol=0.00 e_homo_ev=-9.37 smiles="O=C[SiH](Cl)Cl"
O -1.350054 1.207567 0.999804 0.138 2.281 0.811
C -1.220812 0.147315 0.510497 2.074 -1.483 -0.965
Si 0.679536 -0.280918 -0.406306 -2.614 1.550 0.913
Cl 1.721444 1.426921 -0.334156 0.308 0.986 0.271
Cl 1.824546 -1.628510 0.456667 0.548 -1.411 0.588
H -2.095988 -0.491673 0.568915 -0.255 -1.142 -0.430
H 0.441328 -0.380701 -1.795422 -0.199 -0.782 -1.188



(6)
9
Properties=species:S:1:pos:R:3:forces:R:3 method="wB97M-V/def2-TZVPD" total_energy_ha=-1117.38776 e_above_lowest_kcal_mol=75.91 e_homo_ev=-10.33 smiles="O=[SiH2].[SiH3]Cl"
O 2.283207 -0.567491 0.679431 -0.081 1.580 -0.355
Si 2.108267 0.814177 -0.004513 -0.225 -2.891 0.209
H 1.284170 0.709012 -1.250875 0.328 0.821 0.263
H 2.802382 1.993604 0.477532 -0.034 0.576 -0.135
Si -1.570702 -0.464458 0.426886 -0.765 0.151 0.770
Cl -1.667177 1.509924 0.149844 0.017 2.180 -0.412
H -0.358824 -0.829389 -0.135031 1.522 -0.970 -0.900
H -2.738817 -0.892967 -0.325956 -0.314 -0.700 0.259
H -1.418918 -0.470603 1.878200 -0.448 -0.747 0.301